[1]
Molecular formula: C32H48B2CrO28
Method: DFT, the ωB97M-V functional and the def2-TZVPD basis

The value obtained for the frontier orbital gap (alpha / beta) is 3.36 / 7.32 eV. The calculation puts the energy at -4449.5851 hartree. Its HOMO energy (alpha / beta) is -1.9 / -5.9 eV. The expectation value of S² is 8.76.

Geometry as ORCA input:
```
! wB97M-V def2-TZVPD RIJCOSX def2/J DEFGRID3
* xyz -1 6
Cr 0.03 0.21 -0.31
O -4.08 -0.04 -2.22
C -3.40 0.36 -3.18
O -3.80 0.60 -4.41
B -2.67 1.02 -5.24
O -1.46 0.91 -4.39
C -1.84 0.68 -3.10
O -1.16 0.61 -2.06
O -2.84 2.46 -5.68
C -2.73 2.62 -7.02
O -2.72 3.67 -7.65
C -2.62 1.15 -7.63
O -2.57 0.30 -6.54
O -2.48 0.92 -8.85
O 2.70 -3.40 1.24
C 2.00 -3.04 2.21
O 2.19 -3.48 3.46
B 1.24 -2.78 4.37
O 0.55 -1.85 3.49
C 0.97 -1.88 2.25
O 0.51 -1.17 1.31
O 0.28 -3.78 4.94
C 0.38 -3.80 6.28
O -0.17 -4.57 7.10
C 1.44 -2.74 6.66
O 1.81 -2.13 5.54
O 1.76 -2.45 7.82
O 0.78 2.17 -1.04
C 0.85 3.32 -1.47
O 1.13 3.56 -2.74
C 1.22 2.49 -3.66
C 2.68 2.46 -4.12
C 0.67 4.51 -0.57
H 0.58 2.71 -4.51
H 0.87 1.51 -3.34
H 3.35 2.38 -3.26
H 2.90 3.22 -4.86
H 2.83 1.57 -4.72
H -0.33 4.92 -0.44
H 1.32 5.29 -0.96
H 0.88 4.26 0.47
O 1.67 -0.48 -1.58
C 2.49 -0.90 -2.44
O 3.74 -1.19 -2.22
C 4.39 -1.24 -0.97
C 5.65 -2.16 -1.14
C 2.14 -1.12 -3.88
H 3.59 -1.62 -0.34
H 4.67 -0.27 -0.56
H 6.27 -1.77 -1.95
H 5.22 -3.16 -1.23
H 6.30 -2.18 -0.27
H 2.26 -2.18 -4.09
H 2.90 -0.64 -4.50
H 1.16 -0.78 -4.21
O -1.90 -0.29 0.64
C -2.87 -0.71 1.25
O -4.00 -0.09 1.54
C -4.18 1.26 1.17
C -5.62 1.81 1.47
C -3.03 -2.11 1.84
H -4.04 1.39 0.10
H -3.47 1.88 1.73
H -5.98 1.69 2.49
H -6.37 1.25 0.90
H -5.66 2.88 1.27
H -4.03 -2.54 1.83
H -2.72 -2.12 2.88
H -2.52 -2.85 1.21
O -0.48 -2.02 -1.14
C -0.53 -3.21 -1.39
O -1.61 -3.91 -1.85
C -2.83 -3.31 -2.17
C -3.95 -4.30 -2.53
C 0.71 -4.14 -1.39
H -2.77 -2.53 -2.93
H -3.16 -2.80 -1.27
H -4.02 -5.01 -1.72
H -3.81 -4.98 -3.37
H -4.89 -3.76 -2.63
H 0.94 -4.49 -2.40
H 0.54 -5.01 -0.76
H 1.48 -3.49 -0.97
O -0.45 1.84 1.30
C -0.80 2.49 2.30
O -0.94 2.09 3.55
C -0.90 0.74 3.93
C -2.08 0.49 4.84
C -1.29 3.89 2.20
H 0.04 0.56 4.46
H -0.94 0.06 3.08
H -3.02 0.71 4.33
H -2.17 1.13 5.72
H -2.14 -0.55 5.15
H -0.60 4.73 2.27
H -2.06 4.00 2.97
H -1.84 3.87 1.26
O 2.13 0.83 0.88
C 3.14 1.45 1.22
O 3.39 1.87 2.49
C 2.58 1.42 3.55
C 3.52 1.25 4.77
C 3.97 2.14 0.16
H 2.09 0.48 3.27
H 1.75 2.09 3.74
H 4.56 1.07 4.49
H 3.21 0.58 5.57
H 3.58 2.20 5.30
H 5.02 1.85 0.16
H 3.84 3.21 0.32
H 3.61 1.92 -0.85
*
```

***

[2]
Molecular formula: C32H48ClLuN2O6P
Method: DFT, the ωB97M-V functional and the def2-TZVPD basis

The energy relative to the best compared isomer or geometry (same formula, charge and spin) comes out at 0.0 kcal/mol. The value obtained for the frontier orbital gap (alpha / beta) is 3.70 / 5.19 eV. The calculation puts the energy at -3846.0760 hartree. Its HOMO energy (alpha / beta) is -2.6 / -4.1 eV.

Geometry as ORCA input:
```
! wB97M-V def2-TZVPD RIJCOSX def2/J DEFGRID3
* xyz -1 1
Lu 1.64 -0.81 0.35
P -0.81 1.06 0.32
Cl 0.43 -2.63 1.43
C 3.64 -1.99 -0.17
H 3.51 -3.03 -0.44
H 3.94 -1.34 -1.00
C -2.14 0.85 1.63
C -1.61 0.64 -1.33
C -2.74 -0.56 1.59
H -1.54 0.93 2.56
C -3.66 -0.80 2.80
H -3.34 -0.68 0.67
H -1.95 -1.32 1.57
C -4.71 0.29 2.98
H -4.14 -1.78 2.71
H -3.03 -0.85 3.70
C -4.11 1.70 2.91
H -5.47 0.20 2.18
H -5.23 0.16 3.94
C -3.24 1.92 1.67
H -4.89 2.47 2.95
H -3.48 1.85 3.80
H -3.86 1.85 0.77
H -2.81 2.93 1.70
C -0.40 2.89 0.22
C -3.04 1.08 -1.67
H -0.91 1.15 -2.03
C -3.25 0.89 -3.18
H -3.76 0.46 -1.12
H -3.23 2.13 -1.39
C -2.95 -0.54 -3.67
H -4.27 1.18 -3.45
H -2.56 1.57 -3.70
C -1.62 -1.07 -3.13
H -3.75 -1.21 -3.34
H -2.93 -0.56 -4.76
C -1.53 -0.87 -1.61
H -1.48 -2.13 -3.37
H -0.78 -0.54 -3.60
H -2.37 -1.40 -1.13
H -0.62 -1.33 -1.21
C -0.13 3.49 1.61
H 0.57 2.84 -0.31
C 0.37 4.94 1.50
H -1.06 3.49 2.20
H 0.60 2.87 2.14
C -0.51 5.83 0.62
H 0.45 5.37 2.51
H 1.38 4.92 1.08
C -0.82 5.19 -0.74
H -1.46 6.03 1.14
H -0.01 6.79 0.45
C -1.35 3.76 -0.62
H -1.54 5.79 -1.30
H 0.10 5.15 -1.34
H -2.35 3.78 -0.16
H -1.46 3.33 -1.63
C 1.47 0.43 2.23
C 3.85 -1.65 1.14
H 0.47 0.73 2.58
C 4.93 -0.67 1.51
H 3.47 -2.26 1.97
C 4.89 -0.29 3.01
H 5.93 -1.13 1.32
H 4.87 0.22 0.86
C 3.80 0.77 3.32
H 4.74 -1.19 3.63
H 5.87 0.14 3.28
C 2.36 0.18 3.37
H 4.04 1.18 4.32
H 3.86 1.58 2.58
H 2.44 -0.92 3.47
H 1.89 0.53 4.31
O 1.82 -0.67 -4.02
C 1.73 -1.23 -2.94
O 1.56 -0.63 -1.76
C 1.83 -2.75 -2.87
C 0.94 -3.51 -2.10
C 1.17 -4.89 -1.89
C 2.27 -5.53 -2.46
C 3.11 -4.79 -3.30
C 2.85 -3.42 -3.56
N 4.32 -5.37 -3.81
O 4.56 -6.56 -3.56
O 5.08 -4.64 -4.48
N 0.29 -5.60 -1.01
O -0.79 -5.07 -0.66
O 0.64 -6.74 -0.62
H 0.05 -3.08 -1.66
H 2.48 -6.57 -2.22
H 3.46 -2.89 -4.28
*
```